No. 1
12
Properties=species:S:1:pos:R:3:forces:R:3:lowdin_charge:R:1 method="wB97M-V/def2-TZVPD" de_lowest_kj_mol=91.2 homo_ev=-10.19 orbital_gap_ev=10.735 lumo_ha=0.01992
F -0.949 -0.834 -2.087 0.4 0.4 -0.3 -0.050
C -1.075 -1.342 -0.813 -2.1 0.8 0.5 -0.142
C -0.768 -0.287 0.237 0.4 -0.7 -1.2 -0.336
N -1.572 0.254 1.110 -0.4 -0.6 0.0 0.124
C -0.786 1.158 1.738 -0.8 0.8 0.9 -0.227
N 0.416 1.255 1.255 0.9 0.4 0.8 0.033
N 0.467 0.290 0.327 -0.7 0.2 -0.4 -0.511
S 1.900 0.034 -0.542 0.4 -1.0 1.1 0.840
H -0.460 -2.196 -0.733 0.9 -0.9 0.2 0.097
H -2.139 -1.669 -0.745 0.8 0.3 0.4 0.135
H -1.144 1.754 2.604 0.4 -0.4 -0.9 0.121
H 2.470 -0.694 0.512 -0.3 0.7 -1.2 -0.084

***

No. 2
14
Properties=species:S:1:pos:R:3:forces:R:3:lowdin_charge:R:1 method="wB97M-V/def2-TZVPD" de_lowest_kj_mol=325.9 homo_ev=-8.98 orbital_gap_ev=9.882 lumo_ha=0.03307
C -2.185 -0.248 -0.244 0.6 -0.7 0.1 0.036
C -1.080 -0.937 0.040 -0.7 0.4 -0.1 -0.157
N 0.208 -0.488 -0.211 1.0 -0.7 0.1 -0.113
C 1.327 -1.295 -0.087 1.7 2.2 -0.8 -0.240
O 2.485 -0.917 -0.304 -2.3 -0.9 0.4 0.026
O 0.356 0.788 -0.714 -0.7 -1.4 -0.5 -0.094
C 0.936 1.631 0.224 1.2 0.3 1.3 -0.084
H -3.130 -0.697 0.018 -0.1 0.2 -0.1 0.053
H -2.094 0.680 -0.774 -0.3 0.3 0.0 0.056
H -1.124 -1.909 0.510 0.1 -0.1 0.0 0.114
H 1.049 -2.278 0.240 -0.1 -0.8 0.3 0.126
H 0.902 2.551 -0.286 0.4 1.4 -0.5 0.079
H 1.987 1.332 0.439 -0.8 0.3 -0.1 0.099
H 0.364 1.787 1.149 -0.1 -0.6 -0.1 0.100

***

No. 3
84
Properties=species:S:1:pos:R:3:forces:R:3:lowdin_charge:R:1 method="wB97M-V/def2-TZVPD" homo_ev=-8.52 orbital_gap_ev=8.916 lumo_ha=0.01458
C -0.702 -0.206 0.581 -0.9 -0.3 0.1 0.037
C -2.001 -0.561 0.417 0.6 0.6 -0.3 -0.160
C -2.591 -0.529 -0.965 -0.7 1.8 0.9 -0.126
C -3.953 0.136 -1.130 -0.7 -0.8 -1.6 -0.365
O -3.896 1.551 -1.128 1.0 0.6 0.9 0.020
C -3.887 1.913 0.205 0.4 0.6 0.1 -0.433
O -3.197 2.790 0.659 -1.1 -0.9 -0.6 0.138
C -4.890 0.984 0.887 1.3 -0.7 0.1 -0.082
C -4.968 -0.239 -0.049 -0.5 0.5 0.1 -0.592
S -6.652 -0.482 -0.698 0.0 0.0 -0.7 0.775
H -0.411 0.757 0.185 0.8 -0.6 -1.4 0.075
H -0.001 -0.854 1.087 -0.1 0.7 1.4 0.053
H -2.643 -0.825 1.247 0.3 -1.7 0.0 0.100
H -1.896 -0.027 -1.629 0.2 0.0 -0.2 0.113
H -2.688 -1.561 -1.288 0.0 -0.3 -0.1 0.130
H -4.269 -0.127 -2.139 -0.4 0.0 0.0 0.142
H -4.492 0.649 1.836 -0.2 0.4 0.5 0.124
H -5.815 1.530 0.975 -0.3 0.0 0.2 0.114
H -4.643 -1.179 0.373 -0.1 0.0 0.5 0.090
H -7.331 -0.551 0.453 0.2 0.0 0.2 -0.136
C -0.721 -6.165 3.500 0.0 0.0 0.0 -0.110
O -1.358 -6.293 2.242 0.1 0.1 0.1 -0.187
C -2.279 -5.250 1.971 0.0 -0.3 -0.2 -0.205
C -1.700 -4.230 1.017 -0.1 0.3 0.1 -0.208
O -0.630 -3.511 1.605 0.1 -0.1 0.0 -0.198
C 0.644 -3.943 1.157 0.0 0.0 0.1 -0.108
H 0.077 -6.904 3.541 0.0 0.0 0.0 0.089
H -0.290 -5.170 3.633 0.0 0.0 0.0 0.084
H -1.429 -6.366 4.312 0.0 0.0 0.0 0.088
H -2.598 -4.763 2.897 0.0 0.0 0.0 0.126
H -3.159 -5.706 1.508 0.0 0.0 0.0 0.126
H -2.480 -3.502 0.765 0.0 0.0 0.0 0.109
H -1.379 -4.716 0.091 0.0 0.0 0.0 0.130
H 0.808 -3.636 0.118 0.0 0.0 0.0 0.084
H 0.751 -5.028 1.239 0.0 0.0 0.0 0.089
H 1.395 -3.462 1.780 0.0 0.1 0.0 0.089
C 4.290 3.367 3.964 0.0 0.0 0.0 -0.112
O 2.988 3.921 3.959 0.1 -0.1 0.0 -0.188
C 2.483 4.153 2.653 -0.1 0.1 0.2 -0.203
C 1.491 3.089 2.242 0.1 0.0 -0.4 -0.194
O 2.120 1.824 2.081 -0.1 0.1 0.3 -0.226
C 1.887 0.951 3.177 0.0 0.0 0.0 -0.103
H 4.518 3.072 4.987 0.0 0.0 0.0 0.088
H 4.356 2.487 3.319 0.0 0.0 0.0 0.082
H 5.027 4.110 3.641 0.0 0.0 0.0 0.088
H 3.298 4.211 1.927 0.0 0.0 0.0 0.126
H 1.973 5.121 2.669 0.0 0.0 0.0 0.126
H 1.062 3.364 1.274 0.0 0.0 0.0 0.128
H 0.675 3.026 2.967 0.0 0.0 0.0 0.130
H 0.848 0.608 3.179 0.0 0.0 0.1 0.085
H 2.114 1.436 4.129 0.0 0.0 0.0 0.087
H 2.540 0.087 3.057 0.0 0.0 0.0 0.087
C 2.856 -0.457 -0.043 0.0 -0.1 0.0 -0.088
O 3.042 -1.793 0.408 0.1 0.1 -0.1 -0.209
C 3.605 -2.647 -0.572 -0.1 -0.1 0.3 -0.210
C 5.076 -2.888 -0.319 0.1 0.0 -0.3 -0.205
O 5.837 -1.706 -0.504 0.0 0.0 0.1 -0.187
C 6.206 -1.081 0.711 0.0 0.0 0.0 -0.110
H 2.585 0.152 0.813 0.0 0.0 -0.1 0.053
H 3.768 -0.054 -0.491 0.0 0.0 0.0 0.092
H 2.040 -0.415 -0.773 0.1 0.0 -0.1 0.089
H 3.454 -2.240 -1.576 0.0 0.0 0.0 0.130
H 3.078 -3.606 -0.512 0.0 0.0 0.0 0.113
H 5.444 -3.626 -1.039 0.0 0.0 0.0 0.126
H 5.225 -3.292 0.687 0.0 0.0 0.0 0.126
H 6.969 -1.670 1.232 0.0 0.0 0.1 0.088
H 5.345 -0.940 1.369 0.0 0.0 0.0 0.081
H 6.625 -0.106 0.466 0.0 0.0 0.0 0.089
C -2.205 2.204 -3.656 0.1 0.0 -0.1 -0.109
O -0.972 2.538 -4.270 -0.1 0.0 0.0 -0.184
C -1.024 2.517 -5.687 0.3 0.0 0.1 -0.209
C -1.117 3.913 -6.260 -0.2 0.0 -0.2 -0.208
O -2.355 4.527 -5.943 0.0 0.0 0.1 -0.190
C -2.260 5.470 -4.891 0.0 0.0 0.0 -0.111
H -2.117 2.412 -2.595 0.1 0.0 0.0 0.079
H -3.031 2.794 -4.062 0.0 0.0 0.0 0.092
H -2.420 1.137 -3.791 -0.1 0.0 0.0 0.087
H -1.863 1.908 -6.037 0.0 0.0 0.0 0.126
H -0.097 2.053 -6.040 0.0 0.0 0.0 0.125
H -1.056 3.852 -7.352 0.0 0.0 0.0 0.125
H -0.280 4.522 -5.908 0.0 0.0 0.0 0.126
H -1.729 6.368 -5.226 0.0 0.0 0.1 0.088
H -1.751 5.051 -4.020 0.0 0.0 0.0 0.085
H -3.273 5.748 -4.607 0.0 0.0 0.0 0.089

***

No. 4
26
Properties=species:S:1:pos:R:3:forces:R:3:mulliken_spin:R:1 method="wB97M-V/def2-TZVPD" de_lowest_kj_mol=273.8 homo_ev="-7.25 / -11.64" spin_multiplicity=2 orbital_gap_ev="4.525 / 8.924" total_charge=+1 lumo_ha="-0.09998 / -0.09972"
O 0.306 1.334 1.812 -0.2 0.2 -0.1 0.034
C 1.052 0.880 0.974 0.0 -0.6 -0.2 0.081
C 0.778 1.087 -0.514 -0.7 0.3 0.1 0.073
C -0.078 -0.111 -0.899 1.1 -0.5 -1.1 0.026
C 0.824 -1.337 -0.928 -1.0 0.7 1.5 0.266
C 0.195 -2.502 -0.564 0.7 -2.1 -0.6 0.465
N 1.104 -3.664 -0.116 -1.0 1.5 -1.1 0.041
N -0.059 2.325 -0.731 1.3 -0.7 0.2 0.014
H 1.765 0.061 1.168 0.3 0.4 0.1 -0.018
H 1.688 1.247 -1.091 0.0 -0.4 -0.1 0.024
H -0.558 -0.027 -1.890 -0.2 0.5 0.1 -0.006
H -0.861 -0.244 -0.150 -0.1 0.1 0.0 0.010
H 1.848 -1.233 -1.258 0.0 -0.2 -0.1 0.061
H -0.812 -2.822 -0.375 -0.2 0.8 0.0 -0.048
H 0.594 -4.536 -0.213 0.1 -0.1 0.5 -0.032
H 1.390 -3.417 0.833 0.5 -0.6 0.1 0.011
H 1.838 -3.669 -0.817 0.6 -0.2 0.5 0.003
H -0.804 2.379 -0.039 0.0 0.1 0.0 -0.006
H 0.503 3.172 -0.679 -0.2 0.2 0.2 -0.002
H -0.444 2.262 -1.667 -0.4 0.2 0.0 0.001
H -2.234 4.562 -1.728 0.3 -0.1 -0.1 0.000
H -2.888 3.527 -0.895 0.1 -0.3 0.0 0.000
O -2.043 3.697 -1.335 -1.0 0.7 0.0 0.000
H -0.918 -1.180 2.272 0.0 0.1 0.2 -0.005
H -1.602 -2.438 2.834 -0.1 0.1 0.2 0.002
O -1.201 -2.069 2.045 0.1 -0.2 -0.2 0.007

***

No. 5
86
Properties=species:S:1:pos:R:3:forces:R:3:mulliken_spin:R:1 method="wB97M-V/def2-TZVPD" de_lowest_kj_mol=528.2 homo_ev="-2.44 / -5.78" spin_multiplicity=3 orbital_gap_ev="2.239 / 5.574" lumo_ha="-0.00729 / -0.00766"
O -1.324 -2.565 -1.516 0.7 -1.3 0.5 -0.033
O -2.835 -1.802 -3.157 -0.6 0.7 -1.0 -0.009
C -0.137 -3.314 -1.996 -0.6 0.1 0.1 0.019
C 1.030 -3.152 -1.059 0.2 0.2 0.0 -0.009
H 0.086 -2.915 -2.994 -0.1 -0.1 0.3 0.002
H -0.433 -4.373 -2.094 0.0 0.3 0.0 0.000
H 1.406 -2.126 -1.064 -0.1 0.0 0.1 0.008
H 1.842 -3.801 -1.400 -0.1 0.0 0.1 0.000
H 0.772 -3.434 -0.031 0.1 0.1 -0.2 0.000
C -1.926 -3.178 -0.316 0.7 0.4 -0.2 0.007
C -3.362 -3.536 -0.571 -0.4 -0.5 0.3 0.000
H -1.799 -2.448 0.495 -0.1 -0.2 -0.2 -0.009
H -1.332 -4.066 -0.055 -0.3 0.2 -0.1 0.001
H -3.996 -2.678 -0.813 0.2 -0.2 0.1 0.000
H -3.748 -3.974 0.364 0.0 0.1 -0.4 0.000
H -3.462 -4.286 -1.368 0.1 0.1 0.2 0.000
C -3.519 -0.583 -2.646 -0.3 0.1 -0.4 0.007
C -2.222 -1.725 -4.502 0.0 0.0 0.3 0.020
C -3.157 -0.196 -1.236 0.3 0.3 0.4 -0.073
H -4.571 -0.826 -2.783 -0.1 0.1 0.1 0.001
H -3.251 0.221 -3.336 -0.1 -0.1 0.1 0.001
H -2.961 -1.037 -0.566 -0.2 0.4 -0.2 0.000
H -3.986 0.382 -0.810 0.1 -0.1 -0.1 0.002
H -2.282 0.462 -1.215 0.0 -0.3 0.0 0.054
C -2.752 -2.857 -5.341 -0.2 -0.1 -0.2 0.001
H -1.133 -1.771 -4.367 -0.3 0.1 0.0 0.005
H -2.499 -0.743 -4.903 0.2 -0.3 0.1 0.000
H -2.477 -3.841 -4.955 0.1 0.1 0.1 0.000
H -2.353 -2.766 -6.351 0.1 0.0 0.0 0.000
H -3.839 -2.819 -5.416 0.0 0.1 0.1 0.000
H -2.222 -2.266 -2.434 0.8 0.1 0.5 0.003
Pd 0.943 0.732 1.568 0.6 -0.2 2.2 1.228
C 0.642 1.214 -0.253 -1.5 0.8 -4.7 0.158
Si 1.226 2.041 -1.850 -1.2 -1.9 1.9 -0.046
H -0.440 1.456 -0.308 0.3 0.0 0.0 -0.054
H 0.649 0.114 -0.499 0.1 -0.1 -0.1 0.002
C 2.201 0.731 -2.771 0.5 0.3 -0.7 0.034
C 2.057 3.630 -1.435 0.5 0.9 -0.3 0.023
C -0.367 2.299 -2.840 -0.1 0.5 -0.5 0.064
C 2.922 0.201 1.177 1.2 0.0 0.0 0.354
Si 4.014 1.529 1.937 -0.7 -1.2 -0.9 -0.072
H 2.992 0.125 0.080 0.2 0.0 0.3 -0.070
H 3.026 -0.812 1.603 0.3 0.2 -0.1 -0.023
C 5.053 2.364 0.599 0.3 0.1 0.0 0.018
C 5.163 0.665 3.155 0.3 0.1 0.3 0.030
C 3.019 2.866 2.813 0.0 0.4 0.3 0.152
H -0.265 3.196 -3.470 -0.2 -0.2 -0.1 0.001
H -1.263 2.423 -2.211 0.4 0.1 -0.1 -0.007
H -0.547 1.439 -3.501 0.1 0.1 0.0 0.008
H 3.171 0.511 -2.313 -0.1 0.1 0.0 0.001
H 2.372 1.082 -3.796 0.2 -0.2 -0.1 -0.002
H 1.640 -0.213 -2.831 0.0 0.3 0.1 -0.001
H 1.971 3.799 -0.352 0.1 -0.1 -0.3 0.001
H 1.595 4.488 -1.947 0.2 -0.2 0.1 -0.001
H 3.122 3.607 -1.705 -0.2 0.1 0.1 -0.001
H 5.272 -0.397 2.892 0.0 0.3 0.0 -0.001
H 4.787 0.725 4.185 0.1 0.0 -0.1 -0.001
H 6.161 1.123 3.127 -0.1 -0.1 0.2 0.000
H 3.065 2.720 3.902 -0.1 0.1 -0.2 -0.006
H 1.955 2.889 2.521 0.4 0.0 0.1 -0.074
H 3.447 3.854 2.584 -0.1 -0.1 0.1 0.007
H 5.976 2.761 1.049 -0.2 0.0 -0.2 -0.001
H 4.533 3.197 0.106 0.1 -0.2 0.1 0.001
H 5.345 1.639 -0.173 0.0 0.1 0.2 0.000
C 0.516 0.541 4.533 0.1 -0.3 0.0 -0.021
N 0.273 -0.350 3.380 -0.7 -1.2 1.3 0.127
C 0.997 -1.622 3.546 -0.4 0.4 0.3 0.015
C -1.204 -0.556 3.223 0.9 -0.1 0.5 0.031
C -1.787 0.710 2.669 -1.9 0.4 -0.2 -0.014
C -3.159 1.024 2.769 0.7 -0.2 0.0 -0.019
C -3.623 2.231 2.240 -0.1 -0.3 0.0 0.028
C -2.735 3.121 1.631 0.9 0.0 -0.1 -0.001
C -1.367 2.797 1.540 -1.8 -0.2 0.1 0.050
C -0.930 1.571 2.022 1.1 0.8 0.6 0.068
H 1.599 0.703 4.645 -0.3 0.0 -0.1 0.010
H 0.122 0.076 5.453 0.1 0.1 0.0 0.004
H 0.017 1.505 4.373 0.2 -0.3 0.0 -0.019
H 0.657 -2.140 4.458 0.1 -0.1 -0.1 0.003
H 0.802 -2.259 2.677 0.1 0.1 0.1 0.000
H 2.074 -1.421 3.618 -0.3 0.0 -0.1 -0.011
H -1.363 -1.423 2.558 0.1 0.3 0.1 0.007
H -1.643 -0.814 4.204 0.0 0.0 -0.2 0.003
H -3.821 0.321 3.279 -0.1 0.2 -0.1 0.009
H -4.677 2.480 2.303 0.0 0.0 0.0 0.001
H -3.085 4.063 1.224 -0.2 0.1 0.1 0.004
H -0.659 3.456 1.048 -0.1 0.1 0.0 0.006

***

Looking at max |F| for the records above, in order, we have 2.28, 2.92, 2.11, 2.26, 4.98 eV/Å.